9
Properties=species:S:1:pos:R:3:nbo_charge:R:1 method="wB97M-V/def2-TZVPD" multiplicity=1 e_lumo_ev=-0.44 total_charge=0 smiles="O=[S@H](=S)O[C@H](F)Cl" relative_energy_kcal_mol=40.3
O 1.18 -1.15 0.77 -0.88
S 1.43 -0.09 -0.15 1.52
S 3.01 1.03 -0.16 -0.26
O -0.07 0.91 0.05 -0.71
C -1.20 0.16 0.22 0.41
F -1.15 -0.90 -0.73 -0.39
Cl -2.72 1.03 0.18 0.02
H 0.83 -0.51 -1.41 0.12
H -1.30 -0.48 1.24 0.18